Entry a
# C30H24BrCaN11O4

A structure of composition C30H24BrCaN11O4 (ωB97M-V/def2-TZVPD, the Open Molecules 2025 dataset).

Last column: Mulliken charge in e.
CARTESIAN COORDINATES (ANGSTROEM)
H  -4.1857  -1.0264  -3.8194  0.430
C  0.7184  3.2644  -0.1649  -0.255
H  -3.5041  3.2208  0.6196  0.161
C  -3.0579  0.3809  -2.6713  -0.178
C  3.4248  0.7722  4.0654  -0.549
C  0.7460  4.6229  -0.3558  -0.940
C  -0.4638  -4.4357  0.1219  -0.945
Ca  -0.0958  0.0734  0.2191  2.731
C  1.6160  -4.3258  1.2821  -1.071
N  -0.3859  2.5650  0.1618  0.287
C  -0.4501  -3.0560  0.0535  0.881
C  -1.5901  4.6266  0.1295  -1.103
C  -0.4536  5.3162  -0.2182  -0.461
H  -3.4719  0.0630  -1.7234  0.373
C  -3.0214  1.4036  1.3161  0.489
H  -2.5334  5.1421  0.2648  0.415
C  0.5967  -5.0935  0.7327  0.088
H  -1.7011  -1.4316  2.2573  0.421
C  -3.4483  -0.2352  -3.8453  -0.642
C  0.6560  -6.6493  0.8079  0.499
C  3.1531  0.2843  0.3417  0.250
C  -3.7627  -0.9405  2.5320  -0.896
H  2.4482  -4.8355  1.7521  0.496
Br  -0.3049  3.1213  -3.6956  -0.156
H  -4.0118  -1.8925  2.9793  0.464
C  -4.3601  1.2147  1.6874  -0.936
H  -1.2754  -5.0135  -0.3012  0.624
H  -5.0909  1.9880  1.4873  0.428
N  2.1635  0.1054  -0.5297  0.658
N  -2.0974  0.4734  1.5403  -0.070
N  1.5869  -0.6208  -2.6472  -0.080
N  -2.1373  1.3563  -2.6312  -0.075
C  -1.5272  -2.2665  -0.6696  -0.268
H  -3.1181  -0.3090  -5.9682  0.388
C  -4.7243  0.0373  2.2976  -0.446
C  -1.8952  1.1671  -5.0066  -0.504
H  1.6680  5.1194  -0.6246  0.466
H  2.2973  -2.3228  1.6690  0.382
O  1.7121  -7.0825  1.3044  -0.727
O  -1.0833  -1.1846  -1.2462  -0.690
N  -2.7085  2.6113  0.6973  0.148
N  0.5248  -2.3080  0.6089  0.575
H  1.7558  0.8698  5.4279  0.446
H  -5.7551  -0.1272  2.5837  0.420
C  4.7047  0.0243  -1.2551  0.236
H  -0.4953  6.3869  -0.3738  0.417
C  1.1549  0.6408  3.3850  -0.435
H  1.6218  2.6767  -0.2917  0.209
H  1.8826  -0.9653  -3.5435  0.288
C  -2.4792  -0.6823  2.1272  -0.401
H  6.6975  0.1745  -0.9101  0.248
C  -1.6008  1.7192  -3.7708  0.191
C  -2.8492  0.1611  -5.0302  -0.318
C  3.7847  0.6357  2.7350  -0.823
C  -1.5209  3.2400  0.3321  0.543
H  0.6695  -0.9015  -2.3007  0.021
O  -0.3556  -7.2122  0.3584  -0.709
N  5.9951  0.0735  -1.6195  -0.333
N  1.4899  0.5049  2.1022  0.439
O  -2.6953  -2.6237  -0.6283  -0.710
N  4.4345  0.2601  0.0482  -0.768
C  2.5485  -0.2562  -1.7857  -0.002
H  6.2483  -0.2021  -2.5509  0.261
H  0.0925  0.6419  3.6022  0.403
C  2.0841  0.7733  4.4018  -0.946
N  3.8103  -0.2652  -2.1973  -0.774
H  4.1848  0.8697  4.8301  0.438
H  -1.3990  1.5144  -5.9009  0.404
C  2.7887  0.4989  1.7798  0.302
H  4.8176  0.6192  2.4198  0.543
C  1.5332  -2.9493  1.2149  -0.253

Properties
**Kohn-Sham gap**: 5.97 eV
**Spin multiplicity**: 1
**LUMO energy**: -1.0 eV

***

Entry b
# C30H24BrCaN11O4

A structure of composition C30H24BrCaN11O4 (ωB97M-V/def2-TZVPD, the Open Molecules 2025 dataset).

Last column: Mulliken charge in e.
CARTESIAN COORDINATES (ANGSTROEM)
H  3.3937  0.2013  -4.5455  0.467
C  3.8046  -2.6422  -2.7698  -0.758
C  -2.8238  -1.9206  3.4511  -0.603
O  -0.3658  5.5382  4.4533  -0.704
N  -2.4683  0.1008  -2.9517  0.046
H  3.1903  0.4823  0.3786  0.232
N  1.3078  -2.3158  3.5024  -0.746
C  2.6570  -2.3330  3.5379  0.316
C  -1.0944  3.9859  2.8407  0.109
H  -3.7404  -4.1240  -2.0434  0.437
C  -1.7784  -3.6101  -1.3064  -0.902
H  -3.0676  1.9987  -4.5973  0.422
C  -2.9853  -3.3541  -1.9567  -0.553
H  4.5729  -0.2047  1.1717  0.271
C  2.8514  -2.3397  -1.8083  0.336
C  -2.5644  -0.8573  1.3412  -0.353
C  -0.8720  -2.5817  -1.2219  0.146
N  3.6091  -0.2987  0.8957  0.074
C  0.0083  2.6444  -2.4840  -0.425
N  1.4887  -0.9231  1.5961  0.595
C  -0.3858  3.6316  -3.3573  -1.039
C  -2.2121  -1.1268  -2.3689  0.521
N  -0.6334  1.4698  -2.3436  0.641
O  -2.5616  4.9817  4.3804  -0.727
H  1.7435  0.5426  -2.7430  0.422
C  -0.6880  -1.5196  2.4715  0.463
N  -0.6476  2.1896  0.7504  0.068
Br  2.5998  -3.5969  -0.4061  -0.095
C  4.0096  -1.7213  -3.7796  -0.301
N  2.1230  -1.2434  -1.7915  0.280
O  1.8589  1.7097  -0.1616  -0.820
N  -1.0697  -1.3552  -1.7338  0.129
C  0.8051  -1.5962  2.5218  0.119
H  -3.1605  3.6852  2.4251  0.500
H  -0.9436  -2.4788  4.3582  0.558
C  -2.1517  3.4257  2.1338  -1.076
H  -3.3280  0.1252  -3.4737  0.169
H  -3.4397  -2.2911  4.2593  0.433
H  4.3628  -3.5642  -2.7130  0.437
C  2.3378  -0.3611  -2.7751  -0.132
H  -1.8670  4.1487  -4.8360  0.406
C  1.7857  2.3616  0.9684  -0.072
C  -1.4459  -2.0265  3.5174  -0.817
C  0.3794  2.7490  1.4158  0.805
H  -2.6926  2.0920  0.5382  0.459
C  -1.8843  2.5453  1.1068  -0.376
H  0.1659  4.5576  -3.4139  0.485
H  -2.9756  -0.3860  0.4545  0.401
H  1.0423  4.0764  2.9709  0.645
Ca  0.2731  0.2242  -0.2510  2.619
C  2.8419  -0.9689  1.7592  -0.413
C  3.2621  -0.5527  -3.7835  -0.970
C  -3.2092  -2.1111  -2.4934  -0.889
H  -4.4707  -1.2169  2.2467  0.459
H  0.0742  -2.7265  -0.7167  -0.212
H  4.2209  -3.0773  4.5968  0.254
N  3.2223  -3.0753  4.5022  -0.358
H  -4.1327  -1.8846  -3.0097  0.419
C  -2.1859  2.2100  -4.0065  -1.019
H  4.7469  -1.9121  -4.5475  0.401
C  -3.3998  -1.3273  2.3389  -1.134
H  -1.5563  -4.5735  -0.8729  0.494
C  0.1965  3.6425  2.4574  -0.721
C  -1.5149  3.4022  -4.1370  -0.492
N  -1.2382  -0.9401  1.4022  0.599
H  2.6384  -3.5354  5.1747  0.236
O  2.7402  2.6370  1.6690  -0.705
C  -1.7125  1.2656  -3.0852  0.471
N  3.4568  -1.6781  2.7096  -0.779
H  0.8671  2.7716  -1.8358  0.421
C  -1.3709  4.9553  4.0232  0.427

Properties
**Kohn-Sham gap**: 6.30 eV
**Spin multiplicity**: 1
**LUMO energy**: -0.6 eV

***

So which one is most stable? That would be entry b, about 9.8 kcal/mol below the next structure.

***

Entry a
# C2H3N3O3

The molecule C2H3N3O3 (ωB97M-V/def2-TZVPD, the Open Molecules 2025 dataset).

Last column: Mulliken charge in e.
CARTESIAN COORDINATES (ANGSTROEM)
C  -0.0790  0.2967  -0.5133  0.672
O  0.1203  0.0099  1.6355  -0.465
H  1.8706  -2.0802  -1.3094  0.382
H  -0.6209  0.4266  2.2414  0.367
N  -0.3366  -0.6761  0.4861  0.209
O  -1.6638  1.6229  0.3287  -0.432
C  1.2550  -1.3887  -0.7248  0.092
N  0.6430  -1.7011  0.3130  -0.442
N  -0.5205  1.4846  -0.6503  -0.439
O  0.9115  -0.1575  -1.2959  -0.338
H  -1.7521  2.6514  0.1083  0.395

Properties
**SMILES**: O/N=c1/ocnn1O
**Kohn-Sham gap**: 10.10 eV
**Spin multiplicity**: 1
**LUMO energy**: 0.6 eV

***

Entry b
# C2H3N3O3

A cluster of 2 separate species, C2H3N3O3 in total (ωB97M-V/def2-TZVPD, the Open Molecules 2025 dataset).

Last column: Mulliken charge in e.
CARTESIAN COORDINATES (ANGSTROEM)
O  0.1863  2.6366  -1.1620  -0.074
H  0.2232  1.4199  1.1363  0.367
H  -0.8136  -0.4660  -1.2373  0.356
H  -2.4780  1.5136  -0.6456  0.275
N  0.3779  1.3230  -1.2192  -0.236
O  -0.5814  -1.7783  1.9777  -0.589
O  -1.2478  2.8159  -1.2576  -0.178
C  -0.0757  0.5032  1.6534  -0.173
N  -1.8347  1.5302  -1.3745  -0.173
N  -0.3289  -0.6284  1.7161  0.445
C  -0.7034  0.7095  -1.3207  -0.019

Properties
**SMILES**: C#[N+][O-].C1=NOON1
**Kohn-Sham gap**: 9.77 eV
**Spin multiplicity**: 1
**LUMO energy**: 0.6 eV

***

So which one is most stable? That would be entry a, about 90.4 kcal/mol below the next structure.

***

Entry a
# C2H3N3O3

The molecule C2H3N3O3 (ωB97M-V/def2-TZVPD, the Open Molecules 2025 dataset).

Last column: Mulliken charge in e.
CARTESIAN COORDINATES (ANGSTROEM)
C  -0.4197  0.7370  -0.2633  0.751
N  -0.6531  1.9492  0.3306  -0.322
O  -0.9255  -0.4060  -0.5985  -0.320
H  2.2622  -2.4243  0.4495  0.270
O  -1.8669  2.3261  -0.4045  -0.439
N  2.1214  -1.3339  0.4977  -0.500
H  -0.4134  -2.3772  -0.4861  0.348
H  -1.8668  3.3852  -0.1510  0.367
O  0.8489  0.4754  0.1112  -0.373
C  1.0824  -0.8455  0.2930  0.440
N  -0.1696  -1.4860  0.2215  -0.221

Properties
**SMILES**: [H]/N=c1\[nH]o/c(=N\O)o1
**Kohn-Sham gap**: 8.75 eV
**Spin multiplicity**: 1
**LUMO energy**: -0.2 eV

***

Entry b
# C2H3N3O3

A structure of composition C2H3N3O3 (ωB97M-V/def2-TZVPD, the Open Molecules 2025 dataset).

Last column: Mulliken charge in e.
CARTESIAN COORDINATES (ANGSTROEM)
N  0.6451  0.1123  0.4060  0.164
H  -2.3825  0.4569  -1.9991  0.453
C  0.0385  -0.9163  -0.1394  0.368
H  0.5098  -0.1160  2.3027  0.338
C  -0.7195  -0.0850  -1.2151  0.519
H  2.4812  0.0755  1.6915  0.336
O  -1.6355  -0.5538  -2.0884  -0.567
O  0.2210  -2.0244  0.1957  -0.585
O  0.1993  1.3085  0.0320  -0.121
N  1.3716  0.6007  1.7453  -0.484
N  -0.7290  1.1417  -0.9311  -0.422

Properties
**Kohn-Sham gap**: 9.49 eV
**Spin multiplicity**: 1
**LUMO energy**: 0.1 eV

***

So which one is most stable? That would be entry a, about 25.6 kcal/mol below the next structure.

***

Entry a
# C2H3N3O3

The molecule C2H3N3O3 (ωB97M-V/def2-TZVPD, the Open Molecules 2025 dataset).

Last column: Mulliken charge in e.
CARTESIAN COORDINATES (ANGSTROEM)
O  0.2931  -1.1130  -0.3262  -0.307
O  -1.9050  -1.2796  0.1200  -0.486
N  2.4513  -0.3437  -0.3295  -0.625
C  -0.8936  -0.6252  0.0852  0.694
N  0.6370  0.7777  0.8231  -0.303
C  1.2692  -0.1938  0.0538  0.606
H  -1.7987  2.0400  -0.5861  0.378
O  -0.9707  1.4721  -0.7609  -0.480
H  0.8629  1.7289  0.6334  0.308
H  3.1403  0.3842  -0.0651  0.252
N  -0.7738  0.7267  0.4950  -0.038

Properties
**SMILES**: [H]/N=c1\[nH]n(O)c(=O)o1
**Kohn-Sham gap**: 10.68 eV
**Spin multiplicity**: 1
**LUMO energy**: 0.3 eV

***

Entry b
# C2H3N3O3

A structure of composition C2H3N3O3 (ωB97M-V/def2-TZVPD, the Open Molecules 2025 dataset).

Last column: Mulliken charge in e.
CARTESIAN COORDINATES (ANGSTROEM)
O  1.8685  0.9502  -0.0420  -0.464
O  -1.1605  -0.0090  0.1216  -0.249
H  -0.9646  -2.5696  -1.6145  0.339
N  0.7841  -1.0639  -0.3878  -0.491
O  -0.1738  2.0187  0.4790  -0.389
H  -2.3935  -1.9194  -0.9622  0.321
C  -0.5221  -0.9476  -0.3684  0.470
H  0.6470  2.0582  -0.2613  0.393
N  -0.1233  0.7366  0.9683  0.160
N  -1.3083  -2.0694  -0.6329  -0.581
C  1.0171  0.2023  0.1577  0.489

Properties
**Kohn-Sham gap**: 11.17 eV
**Spin multiplicity**: 1
**LUMO energy**: 0.4 eV

***

So which one is most stable? That would be entry a, about 44.0 kcal/mol below the next structure.

***

Entry a
# C6H10N2

The molecule C6H10N2 (ωB97M-V/def2-TZVPD, the Open Molecules 2025 dataset).

Last column: Mulliken charge in e.
CARTESIAN COORDINATES (ANGSTROEM)
C  0.0907  0.0237  -0.5045  0.769
H  -1.5069  -2.0484  1.4994  0.277
H  -1.2684  -0.8440  -1.8983  0.345
C  -1.1258  0.0049  -1.3507  -0.794
H  -1.4746  0.7542  0.6364  0.402
H  -1.4240  0.9048  -1.8374  0.221
N  -0.1381  -0.2477  2.0696  -0.596
C  -1.1584  -0.9138  1.4961  -0.159
C  0.6000  1.3400  0.1472  -0.532
H  -0.2949  2.1027  0.0022  0.218
H  1.8788  -0.1788  -1.5629  0.279
H  0.9244  -1.7830  -1.7079  0.274
H  1.5794  -1.3609  0.1838  0.259
C  1.1944  -0.9164  -0.8581  -1.230
H  1.4276  0.8412  2.1831  0.357
H  1.5411  1.6182  -0.1264  0.466
N  0.5312  0.9148  1.4732  -0.114
C  -1.3766  -0.2115  0.1552  -0.442

Properties
**SMILES**: C[C@]12CNN=C[C@@H]1C2
**Kohn-Sham gap**: 8.93 eV
**Spin multiplicity**: 1
**LUMO energy**: 0.8 eV

***

Entry b
# C6H10N2

A structure of composition C6H10N2 (ωB97M-V/def2-TZVPD, the Open Molecules 2025 dataset).

Last column: Mulliken charge in e.
CARTESIAN COORDINATES (ANGSTROEM)
C  0.0920  1.2718  0.6996  0.395
H  0.7925  2.1227  2.7450  0.274
C  -0.4090  -1.0547  -1.8630  -0.542
C  0.0145  0.1334  -1.0966  0.280
H  -0.2352  -2.8920  -0.5851  0.311
C  -0.1307  -0.8548  0.0540  -0.222
H  0.0031  3.2373  1.2950  0.290
N  -0.3635  1.3563  -0.5686  -0.770
H  -1.5571  -1.1317  -1.6843  0.271
H  -1.1226  -1.1305  0.3417  0.237
C  -0.0324  2.1922  1.8105  -0.892
H  1.0247  0.1768  -1.4470  0.309
H  -1.1606  1.8091  2.2502  0.194
H  1.2825  -2.1010  -1.0767  0.298
N  0.3804  -0.0473  1.1761  -0.297
C  0.2505  -1.9899  -0.8038  -0.657
H  -0.0207  -0.8779  -2.9377  0.294
H  1.1917  -0.2198  1.6906  0.225

Properties
**Kohn-Sham gap**: 9.31 eV
**Spin multiplicity**: 1
**LUMO energy**: 0.9 eV

***

So which one is most stable? That would be entry b, about 62.7 kcal/mol below the next structure.

***

Entry a
# C6H10N2

The molecule C6H10N2 (ωB97M-V/def2-TZVPD, the Open Molecules 2025 dataset).

Last column: Mulliken charge in e.
CARTESIAN COORDINATES (ANGSTROEM)
N  -1.4943  -0.9523  -1.0052  -0.701
C  1.8739  -0.1033  0.1346  -1.127
H  -0.8853  1.1392  -2.9184  0.278
C  0.4338  -0.1171  0.1999  0.740
C  -0.4574  1.0246  -1.7685  -0.587
H  0.3723  0.5816  2.2525  0.306
H  -1.1512  1.1283  1.2830  0.202
C  -1.5318  -1.3384  0.2335  -0.003
C  -0.3063  -0.9382  1.1479  -0.197
H  2.2082  0.7645  -0.4237  0.319
H  -2.3523  -1.9686  0.7331  0.340
H  0.1215  -1.7202  1.7303  0.359
C  -0.2548  0.4729  1.4103  -0.934
N  -0.2189  -0.3268  -1.1670  0.120
H  2.3807  -1.0311  -0.3720  0.210
H  2.1446  0.0055  1.2402  0.291
H  0.5090  1.8474  -1.6309  0.193
H  -1.3919  1.5319  -1.0795  0.192

Properties
**SMILES**: CN1N=C[C@@H]2C[C@@]21C
**Kohn-Sham gap**: 9.76 eV
**Spin multiplicity**: 1
**LUMO energy**: 1.0 eV

***

Entry b
# C6H10N2

The molecule C6H10N2 (ωB97M-V/def2-TZVPD, the Open Molecules 2025 dataset).

Last column: Mulliken charge in e.
CARTESIAN COORDINATES (ANGSTROEM)
H  -0.0953  -0.6456  -2.0929  0.308
C  -2.4160  0.1677  0.0943  -1.257
H  2.1496  0.4053  2.0831  0.222
C  -0.4832  -1.5244  0.6202  -1.206
N  1.8035  0.8403  1.2394  -0.390
N  0.1848  0.3202  -1.9808  -0.611
H  1.0705  0.4747  -2.4495  0.219
H  1.5589  -1.7268  1.3898  0.390
H  1.4415  -1.9051  -0.3581  0.255
H  1.7791  1.8502  1.2178  0.234
H  -2.5176  1.0492  0.7348  0.247
C  0.2124  0.7073  -0.5875  -0.440
C  1.1182  0.1284  0.3551  0.528
H  -3.1466  -0.5767  0.4201  0.357
C  1.0179  -1.3776  0.5041  -0.401
H  -2.6490  0.4689  -0.9302  0.310
H  0.0398  1.7767  -0.4549  0.407
C  -1.0684  -0.4328  0.1951  0.829

Properties
**Kohn-Sham gap**: 6.90 eV
**Spin multiplicity**: 1
**LUMO energy**: 0.3 eV

***

So which one is most stable? That would be entry a, about 5.4 kcal/mol below the next structure.